# 1
Density functional theory data (ωB97M-V with the def2-TZVPD basis set) for a molecular structure, C34H39N5NiO2P2S2 in a non-equilibrium geometry.

The gap between HOMO and LUMO (spin up / spin down) is 0.1927 / 0.1964 Eh. For the LUMO energy (spin up / spin down), the calculation gives -1.614 / -1.528 eV.

The geometry in ORCA input format:
```
! RIJCOSX wB97M-V def2-TZVPD def2/J DEFGRID3
* xyz 0 3
Ni -1.363 0.825 -0.769
C -1.938 2.676 -1.195
C -1.520 3.216 -0.017
C -2.497 3.591 1.029
C -3.778 2.741 1.104
C -3.442 1.318 0.719
C -3.420 0.752 -0.573
C -3.979 1.533 -1.800
C -3.326 2.951 -1.765
C -0.920 -1.787 0.073
H -1.343 2.406 -2.043
H -0.572 3.796 0.069
H -2.805 4.637 1.015
H -2.029 3.558 2.002
H -4.106 2.652 2.176
H -4.546 3.353 0.589
H -3.621 0.714 1.649
H -3.794 -0.275 -0.572
H -5.073 1.684 -1.879
H -3.768 0.986 -2.721
H -3.227 3.268 -2.825
H -3.893 3.761 -1.297
H -1.077 -1.378 -0.960
H -1.663 -2.634 0.151
H 0.033 -2.275 0.037
P -1.010 -0.732 1.409
P 0.870 1.751 -0.308
N -2.578 -1.271 2.005
N 0.033 -1.544 2.646
N 0.738 2.356 -2.534
N 2.585 1.773 -0.473
C -0.544 1.031 1.994
C 0.750 1.774 1.407
C -3.542 -1.787 1.121
C -4.708 -1.987 1.843
C -4.478 -1.622 3.205
C -3.176 -1.177 3.270
C -0.133 -2.930 2.709
C 0.147 -3.386 3.973
C 0.506 -2.234 4.770
C 0.406 -1.133 3.940
C -0.016 1.642 -3.492
C -0.031 2.412 -4.694
C 0.812 3.514 -4.483
C 1.250 3.453 -3.139
C 3.567 2.611 -0.986
C 4.791 2.053 -0.685
C 4.584 0.817 -0.020
C 3.234 0.642 0.068
H -0.403 1.167 3.072
H -1.430 1.667 1.858
H 0.791 2.829 1.764
H 1.650 1.222 1.740
H -3.354 -1.887 0.054
H -5.626 -2.322 1.385
H -5.174 -1.761 4.026
H -2.619 -0.812 4.113
H -0.497 -3.423 1.817
H 0.102 -4.437 4.304
H 0.803 -2.218 5.833
H 0.548 -0.093 4.194
H -0.562 0.699 -3.282
H -0.597 2.118 -5.575
H 1.120 4.263 -5.171
H 1.961 4.118 -2.667
H 3.269 3.559 -1.465
H 5.713 2.508 -0.890
H 5.308 0.149 0.397
H 2.612 -0.155 0.480
O 1.618 -5.670 -2.223
S 1.792 -4.708 -1.144
O 1.516 -5.086 0.214
N 1.109 -3.296 -1.624
C 2.001 -2.299 -1.712
S 1.515 -0.734 -1.910
C 3.406 -2.711 -1.632
C 4.608 -2.005 -1.695
C 5.816 -2.623 -1.392
C 5.825 -3.988 -1.071
C 4.634 -4.742 -1.071
C 3.450 -4.067 -1.298
H 4.582 -0.953 -1.995
H 6.772 -2.085 -1.422
H 6.763 -4.510 -0.911
H 4.588 -5.808 -0.842
*
```

---

# 2
Density functional theory data (ωB97M-V with the def2-TZVPD basis set) for a molecular structure, C34H39N5O3P2STi in a non-equilibrium geometry.

The gap between HOMO and LUMO is 0.1698 Eh. For the LUMO energy, the calculation gives -8.507 eV.

The geometry in ORCA input format:
```
! RIJCOSX wB97M-V def2-TZVPD def2/J DEFGRID3
* xyz 2 1
Ti 0.096 0.776 1.759
C -1.667 1.648 -5.031
C -1.832 0.331 -4.841
C -0.890 -0.726 -5.362
C 0.615 -0.367 -5.347
C 1.103 0.432 -4.167
C 1.121 1.770 -4.151
C 0.733 2.539 -5.394
C -0.670 2.256 -5.977
C 1.801 0.942 3.002
H -2.320 2.370 -4.536
H -2.778 -0.049 -4.448
H -1.159 -0.965 -6.410
H -1.040 -1.646 -4.772
H 1.174 -1.318 -5.337
H 0.874 0.133 -6.296
H 1.581 -0.179 -3.402
H 1.559 2.345 -3.323
H 1.455 2.337 -6.202
H 0.785 3.610 -5.163
H -1.089 3.228 -6.278
H -0.599 1.666 -6.907
H 1.350 1.579 3.780
H 2.690 1.453 2.621
H 2.094 -0.010 3.464
P 1.877 -0.318 0.353
P -1.171 -0.762 0.310
N 3.084 0.799 -0.322
N 3.000 -1.607 0.819
N -2.026 0.518 -0.490
N -2.564 -1.722 0.697
C 1.164 -1.051 -1.128
C -0.231 -1.664 -0.947
C 3.211 2.114 0.143
C 4.234 2.740 -0.554
C 4.740 1.795 -1.508
C 4.013 0.615 -1.350
C 3.918 -1.441 1.865
C 4.547 -2.656 2.098
C 4.023 -3.603 1.156
C 3.081 -2.934 0.383
C -2.286 1.794 0.046
C -2.816 2.583 -0.967
C -2.991 1.757 -2.109
C -2.424 0.526 -1.816
C -3.786 -1.967 0.049
C -4.539 -2.837 0.833
C -3.750 -3.160 1.986
C -2.550 -2.482 1.873
H 1.851 -1.785 -1.562
H 1.080 -0.205 -1.815
H -0.789 -1.670 -1.894
H -0.173 -2.705 -0.593
H 2.572 2.491 0.928
H 4.580 3.756 -0.406
H 5.534 1.965 -2.224
H 4.073 -0.333 -1.868
H 4.031 -0.479 2.350
H 5.288 -2.844 2.858
H 4.294 -4.642 1.065
H 2.473 -3.276 -0.444
H -2.232 1.988 1.110
H -3.010 3.644 -0.896
H -3.491 2.005 -3.036
H -2.258 -0.329 -2.447
H -4.021 -1.506 -0.899
H -5.535 -3.211 0.622
H -4.021 -3.812 2.805
H -1.683 -2.429 2.512
O 0.233 -2.040 3.980
C -0.544 -1.095 4.187
N -0.989 -0.257 3.168
S -1.927 1.066 3.645
O -1.094 2.110 2.917
O -3.303 0.904 3.253
C -1.696 0.660 5.329
C -2.203 1.360 6.423
C -1.977 0.815 7.695
C -1.320 -0.417 7.853
C -0.856 -1.116 6.735
C -1.064 -0.576 5.466
H -2.733 2.300 6.252
H -2.332 1.359 8.569
H -1.171 -0.822 8.857
H -0.332 -2.068 6.805
*
```

---

# 3
Density functional theory data (ωB97M-V with the def2-TZVPD basis set) for a molecular structure, C34H40AlN4 in a non-equilibrium geometry.

The gap between HOMO and LUMO (spin up / spin down) is 0.1585 / 0.1277 Eh. For the LUMO energy (spin up / spin down), the calculation gives 2.827 / 2.839 eV.

The geometry in ORCA input format:
```
! RIJCOSX wB97M-V def2-TZVPD def2/J DEFGRID3
* xyz -1 1
Al 0.068 -0.014 0.718
N 1.090 -3.005 2.914
N 0.642 -1.961 -0.561
C 1.544 1.972 0.065
C 2.663 1.177 0.433
C 2.460 0.665 1.745
C 3.375 -0.177 2.554
H 4.239 -0.509 1.964
H 2.858 -1.073 2.937
H 3.757 0.384 3.421
C 1.175 1.093 2.216
C 0.798 1.191 3.658
H 1.373 2.003 4.136
H 1.018 0.262 4.200
H -0.265 1.420 3.792
C 0.582 1.934 1.151
C -0.444 2.990 1.402
H -1.186 2.676 2.143
H -0.969 3.262 0.479
H 0.061 3.889 1.789
C 3.848 0.921 -0.428
H 4.656 1.644 -0.242
H 3.585 0.988 -1.493
H 4.252 -0.086 -0.249
C 1.367 2.763 -1.177
H 0.303 2.972 -1.359
H 1.736 2.220 -2.057
H 1.895 3.729 -1.123
C 0.530 -3.725 3.886
H 1.065 -3.764 4.842
C -0.705 -4.376 3.738
H -1.142 -4.887 4.592
C -1.351 -4.333 2.501
H -2.305 -4.840 2.329
C -0.743 -3.634 1.458
H -1.155 -3.570 0.459
C 0.449 -2.931 1.734
C 0.997 -1.894 0.845
H 2.081 -1.818 0.984
C 0.175 -0.782 -1.106
C 1.042 -2.847 -1.550
H 1.450 -3.809 -1.305
C 0.836 -2.234 -2.724
H 1.003 -2.577 -3.728
N 0.362 -0.950 -2.448
C 0.191 0.072 -3.409
C 1.235 0.391 -4.305
C 1.047 1.484 -5.158
H 1.838 1.751 -5.862
C -0.113 2.259 -5.116
C -0.307 3.417 -6.049
H -0.838 4.237 -5.550
H -0.902 3.132 -6.929
H 0.658 3.791 -6.406
C -1.123 1.918 -4.215
H -2.035 2.514 -4.165
C -0.998 0.816 -3.371
C -2.107 0.426 -2.453
H -2.328 -0.649 -2.473
H -3.013 0.970 -2.745
H -1.878 0.702 -1.416
C 2.533 -0.359 -4.344
H 2.424 -1.360 -4.784
H 2.997 -0.467 -3.352
H 3.239 0.198 -4.974
C -5.257 -0.660 3.805
C -3.982 -0.474 3.054
C -2.793 -0.999 3.564
C -1.608 -0.798 2.881
N -1.595 -0.184 1.666
C -2.731 0.416 1.202
C -3.940 0.236 1.854
H -5.513 -1.724 3.891
H -5.172 -0.257 4.823
H -6.079 -0.148 3.297
H -2.777 -1.562 4.494
H -0.652 -1.166 3.266
H -2.641 1.048 0.318
H -4.844 0.669 1.425
*
```

---

> What is the formula in the first record?

C34H39N5NiO2P2S2